C3H2O3Pb | ωB97M-V/def2-TZVPD

```
9
Properties=species:S:1:pos:R:3:forces:R:3:lowdin_charge:R:1
H -0.81252 -0.70581 1.64627 -0.22 0.88 -0.44 0.21
O 1.41634 -1.16037 -0.21358 -0.17 -2.23 0.25 -0.17
C 0.27620 -1.42949 0.16771 -0.95 0.35 -0.94 -0.11
C -0.62827 -0.29046 0.59392 -0.03 -2.31 1.12 -0.46
C -2.02063 -0.44071 -0.06597 -1.56 0.42 0.00 -0.04
O -0.04977 0.91428 0.49166 -1.66 0.44 0.88 -0.37
O -2.91902 0.31445 -0.00014 1.25 -0.64 -0.09 0.18
Pb 1.79014 0.92078 -0.24936 3.17 2.87 -1.07 1.59
H -0.10275 -2.46280 0.11450 0.18 0.22 0.29 0.17
```
Positions in Å, forces in eV/Å.

As for the net charge: +1. For the energy above the lowest of the compared OMol25 structures with the same formula, charge and spin, the calculation gives 22.00 kcal/mol. The spin multiplicity is 2. As for the LUMO energy (alpha / beta): -0.213 / -0.216 Eh. For the gap between HOMO and LUMO (alpha / beta), the calculation gives 6.61 / 9.74 eV.



C3H2O3S | ωB97M-V/def2-TZVPD

```
9
Properties=species:S:1:pos:R:3:forces:R:3:lowdin_charge:R:1
C -0.87743 -0.49742 -0.07738 -2.13 1.03 -0.77 -0.51
C -0.52985 0.97573 0.01610 0.77 1.86 2.21 -0.35
C 1.37416 -0.89721 -0.09301 1.17 4.26 0.26 -0.75
H -1.05919 1.79736 -0.60755 0.77 -2.17 0.47 0.12
H -0.81701 1.30793 1.12846 0.68 -0.87 -2.25 0.14
O -2.00644 -0.87284 -0.09549 0.51 -0.44 0.09 0.16
O 2.43251 -1.38395 0.03514 0.30 -1.76 -0.16 0.11
O 0.16309 -1.39411 -0.15914 -1.02 -1.30 0.14 0.13
S 1.32014 0.96452 -0.14712 -1.06 -0.60 0.01 0.94
```
Positions in Å, forces in eV/Å.

For the energy above the lowest of the compared OMol25 structures with the same formula, charge and spin, the calculation gives 17.97 kcal/mol. As for the LUMO energy: 0.012 Eh. For the gap between HOMO and LUMO, the calculation gives 10.41 eV.



C3H2O3Sn | ωB97M-V/def2-TZVPD

```
9
Properties=species:S:1:pos:R:3:forces:R:3:lowdin_charge:R:1
C -0.70393 -0.04584 -0.47096 3.79 -1.36 4.33 -0.16
C 0.65114 -0.13301 -0.14676 -2.31 -0.45 -2.24 0.06
O 0.94060 -1.05819 0.97099 0.24 0.69 -0.43 0.25
C 1.20565 -0.07827 1.67726 0.39 -0.21 4.40 -0.18
O 1.42624 0.47351 2.66486 -0.26 -0.25 -2.68 0.42
O -1.08743 0.41847 -1.58051 5.23 -0.46 2.38 -0.42
H -1.43923 -0.33495 0.29619 0.14 -0.11 -0.40 0.17
H 1.47671 -0.02171 -0.84808 -0.09 0.06 0.28 0.17
Sn -2.46974 0.77998 -2.56298 -7.14 2.09 -5.64 1.70
```
Positions in Å, forces in eV/Å.

As for the net charge: +2. For the energy above the lowest of the compared OMol25 structures with the same formula, charge and spin, the calculation gives 35.51 kcal/mol. As for the LUMO energy: -0.390 Eh. For the gap between HOMO and LUMO, the calculation gives 8.86 eV.



C3H2O3Sr | ωB97M-V/def2-TZVPD

```
9
Properties=species:S:1:pos:R:3:forces:R:3:lowdin_charge:R:1
C 0.10563 -0.31409 2.36122 0.08 0.68 0.47 0.48
C 0.71303 0.12391 1.36304 -0.43 -1.03 -0.31 0.04
O 1.11594 0.29464 0.19744 1.34 1.34 0.30 0.27
C 0.28332 0.03401 -0.93618 -1.75 0.69 1.01 -0.47
O 0.08265 0.92911 -1.70946 0.94 -0.34 -0.50 0.03
O -0.30387 -1.07856 -0.85810 -1.23 -1.31 0.90 0.29
H -0.37817 -0.44457 3.32408 0.16 -0.18 0.07 0.15
Sr -1.00489 1.80812 -3.82063 0.04 0.21 -0.31 1.98
H -0.61364 -1.35257 0.07859 0.84 -0.07 -1.65 0.23
```
Positions in Å, forces in eV/Å.

As for the net charge: +3. The spin multiplicity is 2. As for the LUMO energy (alpha / beta): -0.469 / -0.590 Eh. For the gap between HOMO and LUMO (alpha / beta), the calculation gives 11.69 / 8.01 eV.



C3H2O4S | ωB97M-V/def2-TZVPD

```
10
Properties=species:S:1:pos:R:3:forces:R:3:lowdin_charge:R:1
C -0.23504 -0.29509 -1.54136 -0.65 0.58 -0.57 -0.44
C -0.39854 0.11719 -0.07167 -0.73 -0.44 2.42 -0.23
C 0.79722 0.05111 0.92907 1.76 -1.56 -1.12 -0.67
H -2.10514 -0.09830 -1.57228 -0.52 0.19 0.34 0.10
H 1.78693 0.62768 2.90519 -0.64 -0.03 -0.20 -0.09
O -1.40324 -0.23662 -2.21180 0.66 -0.30 0.08 0.14
O 0.79437 -0.57174 -2.05559 0.37 -0.07 -0.03 0.19
O -1.49015 0.24893 0.45621 0.82 0.13 -1.32 0.10
O 1.77024 -0.63145 0.63547 -1.65 1.52 0.81 0.05
S 0.48335 0.78831 2.52674 0.59 -0.03 -0.41 0.86
```
Positions in Å, forces in eV/Å.

For the energy above the lowest of the compared OMol25 structures with the same formula, charge and spin, the calculation gives 12.93 kcal/mol. As for the LUMO energy: -0.059 Eh. For the gap between HOMO and LUMO, the calculation gives 8.63 eV.



C3H2OS2 | ωB97M-V/def2-TZVPD

```
8
Properties=species:S:1:pos:R:3:forces:R:3:lowdin_charge:R:1
C 0.28796 0.74882 1.04111 -0.76 0.87 -0.12 -0.60
C -0.09250 -0.45315 0.23057 -1.21 -0.35 1.81 -0.85
C 0.06341 -0.38247 -1.31141 -0.34 -2.69 2.31 -0.33
H 0.95161 0.70062 2.01147 -1.40 0.19 -2.11 0.11
H -0.49494 -1.34197 -1.70405 0.79 1.83 -0.46 0.14
O 0.86620 0.36543 -1.74898 0.06 0.23 -1.56 0.07
S -0.64209 2.00452 0.44612 1.62 -1.12 1.43 0.74
S -0.93966 -1.64180 1.03517 1.23 1.04 -1.30 0.72
```
Positions in Å, forces in eV/Å.

For the energy above the lowest of the compared OMol25 structures with the same formula, charge and spin, the calculation gives 59.31 kcal/mol. As for the LUMO energy: -0.069 Eh. For the gap between HOMO and LUMO, the calculation gives 7.37 eV.